w:
Below is a 2-piece molecular cluster, C4H11N3O2 overall, with properties calculated with the ωB97M-V functional and the def2-TZVPD basis.

Each line ends with the Löwdin charge.
Atoms and positions in Å:
C -0.1792 1.9540 1.3200  -0.0017
C 0.5603 1.0356 2.2355  -0.5952
O 1.7217 1.0282 2.5209  0.1180
O -0.3582 0.3058 2.9086  0.0749
H -0.9827 1.4536 0.7804  0.0763
H 0.5449 2.4618 0.6862  0.0847
H -0.7406 2.7515 1.8153  0.1039
C 0.9976 0.3188 -2.2065  -0.0301
C -0.4632 -1.4174 -1.1819  -0.4654
N -1.7105 -1.8863 -1.2769  0.2518
N -0.1635 -0.5397 -2.1029  0.1600
N 0.1926 -1.6225 -0.0181  0.2298
H -2.1943 -1.9224 -0.3838  0.1495
H -2.2317 -1.5490 -2.0794  0.1445
H -0.1090 -0.3455 3.5738  0.1280
H 0.3400 -2.5927 0.2408  0.1451
H 1.0881 -1.1466 -0.0809  0.1188
H 0.9999 0.9940 -1.3502  0.0850
H 0.7644 0.9621 -3.0526  0.0978
H 1.9236 -0.2434 -2.3485  0.1244

The calculation puts the HOMO energy (alpha / beta) at -13.7 / -13.7 eV. The expectation value of S² is 0.7602. The net charge is +1. The spin multiplicity is 2.

x:
Below is a 2-piece molecular cluster, C4H11N3O2 overall, with properties calculated with the ωB97M-V functional and the def2-TZVPD basis.

Each line ends with the Löwdin charge.
Atoms and positions in Å:
C 0.6167 2.0848 -0.7203  0.0060
C -1.1785 1.5424 0.9170  -0.4530
N -1.5564 0.8069 1.9808  0.2231
N -0.0200 1.2917 0.3428  0.0600
N -2.0771 2.4744 0.5453  0.3114
H -0.8686 0.3044 2.5182  0.1389
H -2.5205 0.9565 2.2346  0.1315
H 0.5226 0.4702 0.6503  0.1099
H -1.7583 3.1965 -0.0917  0.0855
H -0.6425 -0.8307 -0.9687  0.1009
H 0.6637 1.4562 -1.6093  0.1023
H 1.5760 2.4165 -0.3392  0.1093
H 0.0082 2.9148 -1.0376  0.0782
C 1.2200 -3.3498 -0.6914  0.0362
C 0.8275 -1.9312 -0.5200  -0.5241
O 1.2077 -1.2140 0.3814  0.0682
O -0.1221 -1.5213 -1.3899  0.1147
H 0.3418 -3.9856 -0.6811  0.1067
H 1.9522 -3.6104 0.0583  0.0968
H 1.8078 -3.4720 -1.5796  0.0974

The calculation puts the HOMO energy (alpha / beta) at -14.6 / -14.6 eV. The expectation value of S² is 0.7577. The net charge is +1. The spin multiplicity is 2.

Computed energies relative to the best structure, in kJ/mol: w 78.3; x 0.0

w:
Below is a 2-piece molecular cluster, C4H13N2O2 overall, with properties calculated with the ωB97M-V functional and the def2-TZVPD basis.

Each line ends with the Löwdin charge.
Atoms and positions in Å:
N -0.7341 0.7375 2.1260  0.2054
C 0.1282 0.6644 0.9391  -0.0934
C -0.4103 -0.0122 -0.3308  -0.5271
N 0.5570 -0.6057 -1.0783  0.0380
C 1.7846 0.1346 -1.3577  -0.1828
C 1.3799 1.5223 -2.1295  -0.0307
O -1.6066 -0.1947 -0.4009  0.0842
H -1.5923 1.2810 2.0278  0.1797
H -0.3133 1.2386 2.9250  0.1884
H -0.9250 -0.2689 2.3526  0.1463
H 0.4450 1.7136 0.5885  0.1676
H 1.0744 0.1634 1.1185  0.1252
H 0.3253 -1.1346 -1.9161  0.1627
H 2.2784 0.3054 -0.3717  0.1016
H 2.5204 -0.4024 -2.0091  0.1313
H 0.2884 1.6008 -2.0329  0.0694
H 1.8131 1.3996 -3.0911  0.0587
H 1.6048 2.4570 -1.6396  0.0617
H -2.0074 -2.1903 1.5500  0.0736
H -0.6031 -2.5761 0.9367  0.0688
O -1.0542 -2.1009 1.6400  -0.0284

The calculation puts the HOMO energy at -13.7 eV. The net charge is +1.

x:
Below is a 2-piece molecular cluster, C4H13N2O2 overall, with properties calculated with the ωB97M-V functional and the def2-TZVPD basis.

Each line ends with the Löwdin charge.
Atoms and positions in Å:
C 0.4753 1.5386 1.4787  -0.0640
C 0.3789 0.7502 0.2724  -0.3014
C 0.2447 -0.7352 0.4780  -0.1062
C 0.1746 -1.3992 -0.8480  -0.4721
N -0.6190 -2.5742 -0.8576  0.1754
O 0.7018 -1.0657 -1.9306  0.0112
N 1.6742 1.0187 -0.7375  0.1927
H 0.2224 2.5387 1.1993  0.0842
H 1.3804 1.5007 2.0884  0.1051
H -0.3223 1.3673 2.2624  0.1331
H -0.4296 1.0810 -0.4585  0.1606
H 1.1621 -1.1705 0.9870  0.1683
H -0.5390 -1.0343 1.2025  0.1439
H -1.0325 -2.9786 -0.0950  0.0638
H -0.4091 -3.1745 -1.7160  0.1594
H 2.5852 0.6727 -0.4492  0.1504
H 1.9924 2.0185 -0.7478  0.1700
H 1.4368 0.7085 -1.7420  0.1643
H -3.6120 0.6042 0.2734  0.0709
H -2.7168 0.1791 -0.8142  0.0495
O -2.7482 0.1539 0.1543  -0.0591

The calculation puts the HOMO energy at -14.0 eV. The net charge is +1.

Computed energies relative to the best structure, in kJ/mol: w 58.6; x 0.0

w:
Below is a 5-piece molecular cluster, C3H16NO4 overall, with properties calculated with the ωB97M-V functional and the def2-TZVPD basis.

Each line ends with the Löwdin charge.
Atoms and positions in Å:
C -0.1563 2.7659 -0.4731  -0.0448
C 0.4257 2.3080 0.8824  -0.1635
C -1.0641 0.9284 2.1142  0.1618
N -0.2040 1.0059 1.1853  0.0376
H -0.0046 2.0404 -1.2756  0.0704
H -1.2084 3.0271 -0.4598  0.0871
H 0.4103 3.6549 -0.7602  0.0988
H 1.5060 2.1879 0.7884  0.1369
H 0.3038 3.0508 1.6655  0.1335
H -1.6830 0.0602 2.3103  0.0934
H -1.1646 1.6777 2.8962  0.1381
H 0.0754 0.2095 0.4590  0.1116
H 2.5719 -3.0973 0.4371  0.0966
H 3.6060 -2.3917 -0.5436  0.0860
O 2.7963 -2.2640 -0.0382  0.0083
H -1.5535 -1.9330 0.1751  0.1268
H -2.9699 -2.3824 0.8400  0.1945
O -2.2497 -1.6891 0.8317  0.3442
H 0.3401 -0.8484 -3.9265  0.0846
H -0.9015 -0.2128 -3.3497  0.0733
O -0.1319 -0.7341 -3.0926  -0.0241
H 0.5002 -0.8436 -1.3348  0.0759
H 0.8914 -1.6512 -0.0533  0.0755
O 0.2506 -0.9935 -0.3924  -0.0027

The calculation puts the HOMO energy (alpha / beta) at -18.9 / -18.4 eV. The expectation value of S² is 0.7552. The net charge is +2. The spin multiplicity is 2.

x:
Below is a 5-piece molecular cluster, C3H16NO4 overall, with properties calculated with the ωB97M-V functional and the def2-TZVPD basis.

Each line ends with the Löwdin charge.
Atoms and positions in Å:
C 1.7214 1.0148 0.7154  0.0521
C 0.2754 0.9353 0.8044  -0.1663
C -0.5793 2.0138 1.0634  0.3549
N -0.3329 -0.3559 0.6155  0.2467
H 2.2511 0.5558 1.5491  0.1462
H 1.9602 0.4407 -0.1980  0.1410
H 2.0729 2.0303 0.5444  0.1282
H -1.6395 2.0081 1.3087  0.1275
H -0.1645 3.0105 0.9560  0.1342
H -0.9761 -0.5059 -0.2117  0.1671
H -1.0337 -0.5102 1.3574  0.1757
H 0.3854 -1.0981 0.6548  0.1346
H -4.4133 -0.0394 1.6852  0.0617
H -3.5105 -0.4587 2.9002  0.0490
O -3.5102 -0.1762 1.9860  -0.0517
H -1.1329 0.8853 -2.4363  0.0813
H -0.2512 -0.4535 -2.2730  0.0432
O -0.9463 0.1239 -1.8838  -0.0502
H 2.1894 -2.4750 1.6914  0.0764
H 2.4128 -3.0028 0.3353  0.0769
O 2.0555 -2.2222 0.7677  -0.0372
H 0.9032 0.0139 -4.4688  0.0596
H 1.2685 -1.3185 -3.8284  0.0754
O 0.9944 -0.4161 -3.6350  -0.0260

The calculation puts the HOMO energy (alpha / beta) at -18.3 / -18.3 eV. The expectation value of S² is 0.7524. The net charge is +2. The spin multiplicity is 2.

Computed energies relative to the best structure, in kJ/mol: w 169.4; x 0.0

w:
Below is an isolated ion of composition C2H3N2O3 and charge +1, with properties calculated with the ωB97M-V functional and the def2-TZVPD basis.

Each line ends with the Löwdin charge.
Atoms and positions in Å:
O 3.6147 -0.4725 -0.0129  0.3597
N 2.5958 0.0402 0.0126  0.0817
C 1.5331 0.6732 0.0085  0.0324
C 0.1949 0.1904 0.0299  0.0197
N -0.0521 -1.1085 0.0135  -0.3028
O 0.7647 -1.9999 0.0049  0.1250
O -1.3618 -1.4104 0.0006  0.1553
H 1.6327 1.7624 -0.0104  0.2000
H -0.6425 0.8644 0.0522  0.1526
H -1.5084 -2.3778 -0.0465  0.1763

The calculation puts the HOMO energy at -14.6 eV. As for the structure (SMILES): O=N/C=C\[N+](=O)O. The net charge is +1.

x:
Below is a 2-piece molecular cluster, C2H3N2O3 overall, with properties calculated with the ωB97M-V functional and the def2-TZVPD basis.

Each line ends with the Löwdin charge.
Atoms and positions in Å:
C -1.2695 -0.5937 0.3390  0.0067
C 2.7991 1.7411 0.1200  -0.4031
N -0.2968 -0.9699 -0.5062  0.2458
N -2.5909 -0.5810 -0.0196  0.0879
O 3.3398 2.7347 0.1981  0.2838
O 2.2552 0.7297 -0.0028  0.1761
O -3.5861 -1.0677 0.3963  0.2248
H -0.9350 0.1072 1.0562  0.1593
H 0.6104 -0.4803 -0.3896  0.1157
H -0.3262 -1.6201 -1.1914  0.1031

The calculation puts the HOMO energy (alpha / beta) at -15.8 / -15.8 eV. The net charge is +1.

Computed energies relative to the best structure, in kJ/mol: w 411.6; x 0.0